Entry 1:
11
Properties=species:S:1:pos:R:3:forces:R:3 method="wB97M-V/def2-TZVPD" total_energy_ha=-285.26813 e_homo_ev=-9.39 de_lowest_kj_mol=384.5 gap_ev=10.1
N -1.386167 0.273283 2.992890 0.30 -0.01 -1.20
C -1.085554 0.328541 1.873308 -0.09 0.11 0.87
C -0.689403 0.447751 0.489968 0.52 0.60 -0.06
C 0.116055 -0.624298 -0.096629 0.74 0.14 0.00
C 0.682494 -0.307029 -1.397433 -0.02 -0.24 -0.42
O 1.511769 0.242131 -0.372162 0.11 -0.83 0.04
H 0.567740 0.971595 0.216409 -1.58 0.46 0.74
H -1.450954 0.894230 -0.155558 0.13 -0.25 0.15
H 0.372955 -1.543938 0.416495 -0.07 0.07 -0.14
H 1.201548 -1.092508 -1.935394 -0.14 0.02 -0.12
H 0.159516 0.410242 -2.031893 0.11 -0.06 0.13

=====

Entry 2:
73
Properties=species:S:1:pos:R:3:forces:R:3 method="wB97M-V/def2-TZVPD" total_energy_ha=-2064.64650 e_homo_ev=-0.07 de_lowest_kj_mol=0.0 total_charge=-2 gap_ev=3.2
C 1.665119 -1.167232 0.883360 0.11 0.15 0.40
O 2.062283 0.042750 1.515756 -0.36 0.02 -0.17
C 3.157183 0.650444 0.868675 -0.13 0.33 0.20
C 2.795626 2.063944 0.442918 0.03 -0.37 0.18
C 1.700948 2.013391 -0.623567 0.68 0.35 0.37
C 2.305427 2.039020 -2.011262 -0.61 0.34 0.08
C 1.277997 1.917077 -3.143101 0.91 -0.47 -0.05
C 1.173987 0.469557 -3.649110 -0.71 0.22 -0.38
C -0.205183 -0.184663 -3.556920 0.22 -0.13 0.62
C -0.987757 0.035079 -2.255844 -0.61 0.24 -0.43
C -2.499181 0.030964 -2.557316 0.68 -0.68 0.62
C -3.370760 -0.426613 -1.388582 -0.08 0.56 -0.29
C -3.773333 0.706624 -0.431544 -0.19 -0.44 -0.10
C -3.390392 0.480930 1.026708 1.36 0.00 -0.12
O -1.961609 0.215940 1.092442 0.03 0.29 0.64
C -1.189960 1.364559 1.165781 1.67 0.35 1.96
O -0.470372 1.627339 2.113219 -1.76 -0.72 -2.31
P -4.189830 -1.103520 1.616176 -1.46 -0.25 -0.54
N -5.714249 -1.223718 1.272536 0.50 0.06 0.03
N -3.675383 1.669975 1.846326 -0.96 -0.42 0.20
C -4.661238 2.578690 1.271369 -1.23 0.12 -0.03
C -4.082846 3.888328 0.805159 0.00 -0.77 -0.30
O -5.834066 2.311578 1.161529 1.12 0.05 0.09
C -3.864630 1.457528 3.254084 -1.07 0.25 0.91
C -2.673701 0.942725 4.007560 -0.45 0.06 0.10
O -4.907608 1.755384 3.820350 1.36 0.04 -0.89
H 1.186967 -1.779968 1.636542 -0.20 -0.18 0.19
H 2.530184 -1.694634 0.497101 0.16 -0.28 -0.20
H 0.946850 -0.961417 0.082158 -0.15 -0.01 -0.21
H 3.427554 0.097474 -0.023759 0.30 -0.40 -0.09
H 3.988236 0.641881 1.560840 0.44 -0.06 0.03
H 3.707441 2.514927 0.057979 0.15 0.28 -0.20
H 2.493952 2.645678 1.307088 -0.18 0.09 0.25
H 1.021320 2.850639 -0.477669 -0.33 0.14 -0.17
H 1.173472 1.084498 -0.454813 -0.45 -0.17 -0.06
H 3.013246 1.223804 -2.067363 0.32 -0.22 -0.18
H 2.871921 2.958868 -2.127592 0.14 0.24 0.04
H 1.628823 2.541458 -3.955800 -0.05 0.19 -0.34
H 0.316771 2.316981 -2.844599 -0.28 0.12 0.14
H 1.440165 0.471892 -4.700495 0.18 -0.16 -0.28
H 1.892518 -0.177690 -3.168207 0.26 -0.05 0.37
H -0.043748 -1.254083 -3.634166 -0.07 -0.33 -0.21
H -0.837525 0.074882 -4.398535 -0.10 0.38 -0.27
H -0.771376 -0.748939 -1.544740 0.20 -0.23 0.25
H -0.728942 0.973824 -1.782009 0.21 0.20 0.15
H -2.622755 -0.693167 -3.351912 -0.30 -0.08 -0.40
H -2.798412 1.010440 -2.911058 -0.23 0.22 -0.28
H -2.860293 -1.228976 -0.878631 0.20 -0.24 0.20
H -4.288168 -0.834133 -1.790518 -0.26 -0.26 -0.04
H -3.333489 1.640691 -0.758729 0.22 0.33 -0.07
H -4.844953 0.813888 -0.516467 -0.25 0.22 0.15
H -1.248748 1.987856 0.266435 -0.04 0.04 -0.02
H -3.926104 -1.246406 2.988807 0.41 0.08 -0.05
H -3.434561 -2.124792 1.016325 0.39 0.13 0.29
H -6.082751 -0.392722 0.833154 -0.30 0.09 0.09
H -4.665947 4.206548 -0.045231 -0.27 0.36 -0.09
H -3.066274 3.720416 0.482660 0.40 0.17 0.06
H -4.103980 4.619493 1.598278 0.00 0.25 0.27
H -2.211794 0.081565 3.552456 0.27 -0.12 -0.15
H -3.005208 0.723382 5.009236 -0.13 -0.21 0.28
H -1.933765 1.727769 4.063557 0.30 0.19 -0.16
C 5.811820 -4.042340 2.017629 -0.25 0.46 0.24
C 6.409610 -5.205212 1.521371 0.15 -0.33 -0.24
C 6.138821 -5.498673 0.017267 -0.38 0.32 -0.48
O 6.675269 -6.460806 -0.547368 0.17 -0.17 0.27
C 5.246316 -4.628615 -0.689029 0.12 -0.37 -0.24
C 4.644494 -3.485551 -0.180603 -0.03 0.29 0.25
C 4.995418 -3.136957 1.286316 0.45 -0.36 0.50
O 4.555700 -2.088511 1.794338 -0.24 0.19 -0.26
O 3.859027 -2.711543 -0.787731 0.02 -0.08 -0.16
O 7.126039 -6.001901 2.161393 -0.11 0.16 0.00
H 5.970639 -3.767841 3.058129 0.11 -0.10 0.00
H 5.049753 -4.920061 -1.718765 -0.04 0.12 -0.01

=====

Entry 3:
91
Properties=species:S:1:pos:R:3:forces:R:3 method="wB97M-V/def2-TZVPD" total_energy_ha=-3819.11680 e_homo_ev="-10.02 / -10.02" s2=6.0098 total_charge=+1 gap_ev="7.0 / 5.0" multiplicity=5
Rh -0.639452 -0.806324 -1.871312 -0.13 -0.27 -0.12
C 8.540984 -1.337129 8.438203 0.01 0.00 0.00
O 7.144437 -1.120921 8.580735 0.01 0.00 0.02
C 6.391562 -1.078331 7.464498 -0.05 0.00 0.01
C 5.023702 -0.870368 7.662756 0.03 0.00 0.01
C 4.170810 -0.812293 6.584609 -0.01 0.00 0.01
C 4.653112 -0.959956 5.281177 0.04 0.00 0.03
C 6.015712 -1.165589 5.095334 0.00 0.00 0.01
C 6.885982 -1.226027 6.171024 0.00 0.00 -0.01
C 3.782138 -0.908263 4.110621 -0.03 0.12 -0.03
N 4.182743 -1.032043 2.864533 0.05 -0.06 -0.04
C 3.053667 -0.923178 2.106726 -0.08 -0.01 0.11
C 1.943020 -0.724628 2.898856 0.06 0.03 -0.07
N 2.426980 -0.706307 4.182975 0.01 -0.08 0.06
C 0.622900 -0.601693 2.378629 -0.02 0.04 -0.04
C -0.550211 -0.452728 3.133980 -0.03 -0.01 -0.04
C -1.761907 -0.395506 2.492362 0.01 0.01 0.04
C -1.795308 -0.451348 1.098544 -0.06 -0.03 -0.05
N -0.702132 -0.549907 0.367533 0.17 0.00 0.04
C 0.496671 -0.658506 0.977009 0.02 0.02 0.05
C 1.653864 -0.891176 0.134898 0.03 0.03 0.00
N 1.439620 -1.011716 -1.193719 0.10 0.09 0.03
C 2.454640 -1.269889 -1.999341 -0.03 -0.01 0.00
C 3.762322 -1.408449 -1.525372 0.02 0.01 0.01
C 4.005661 -1.285780 -0.180468 0.00 -0.01 -0.03
C 2.933321 -1.028110 0.685628 -0.07 0.00 -0.05
H 8.946488 -1.337830 9.444897 0.00 0.00 0.00
H 9.006350 -0.535989 7.860138 0.00 0.00 0.00
H 8.743465 -2.300020 7.964584 0.00 0.00 0.00
H 4.659173 -0.759183 8.674638 0.00 0.00 0.00
H 3.117333 -0.650438 6.783232 0.00 0.00 -0.03
H 6.395462 -1.281219 4.089657 -0.02 0.00 -0.01
H 7.938114 -1.388757 5.991495 0.00 0.00 0.00
H 1.899033 -0.585012 5.028898 0.01 -0.02 -0.01
H -0.505159 -0.405973 4.214629 0.01 -0.01 0.00
H -2.687582 -0.315896 3.044107 0.01 -0.01 0.01
H -2.739799 -0.446082 0.565937 0.01 0.01 0.00
H 2.214292 -1.388570 -3.048159 0.00 0.00 0.00
H 4.557938 -1.618943 -2.225396 0.00 0.00 0.01
H 4.999735 -1.395643 0.231998 0.00 0.00 0.01
O 0.000226 -2.200441 -3.565685 0.04 -0.14 -0.04
S -1.167864 -1.982190 -4.447113 -0.01 -0.19 -0.01
O -0.845222 -1.806740 -5.827483 -0.01 0.04 0.01
O -1.906525 -0.828546 -3.846551 0.13 0.22 0.12
C -2.294641 -3.362712 -4.328821 0.05 0.05 0.00
C -2.366584 -4.131677 -5.479648 0.00 -0.06 -0.09
C -3.227062 -5.218821 -5.560730 -0.01 0.03 0.06
C -4.029448 -5.534020 -4.481961 0.05 0.05 -0.01
C -3.958953 -4.770305 -3.323233 -0.08 -0.10 0.00
C -3.102891 -3.686569 -3.226245 0.01 0.07 0.05
S -3.125694 -2.875970 -1.622393 0.03 -0.08 0.08
O -3.710329 -3.808485 -0.705570 0.01 0.03 -0.05
O -1.692568 -2.619150 -1.316313 -0.25 0.02 0.02
O -3.884889 -1.620677 -1.748304 0.07 0.03 -0.07
H -1.748634 -3.865602 -6.324850 0.01 0.02 0.02
H -3.262072 -5.804319 -6.469098 -0.01 -0.01 0.00
H -4.708280 -6.374825 -4.524229 0.00 0.00 -0.01
H -4.564973 -5.027566 -2.466411 0.01 0.02 0.01
C -3.000849 3.060173 0.891066 -0.01 0.00 0.00
Si -4.356526 3.459688 -0.338518 -0.02 -0.02 -0.06
C -5.961020 3.842006 0.537617 0.08 0.02 -0.04
C -3.872762 4.857662 -1.481939 -0.05 0.00 0.09
C -4.715318 1.893151 -1.382307 -0.12 -0.03 0.10
Te -3.058050 0.888443 -2.197667 -0.01 0.12 0.15
C -2.499153 2.219873 -3.722309 -0.10 0.09 -0.10
Si -0.684881 2.813262 -3.624853 0.00 -0.01 -0.01
C -0.242926 3.355250 -1.884635 0.07 0.00 -0.05
C -0.562025 4.231836 -4.830082 0.04 -0.03 0.06
C 0.454842 1.406447 -4.099963 0.04 0.02 0.05
H -2.621312 3.976962 1.347994 -0.03 0.00 0.01
H -2.144142 2.548328 0.444579 -0.02 0.03 -0.03
H -3.383268 2.427891 1.696040 0.00 -0.01 -0.01
H -5.854792 4.733492 1.159919 0.01 0.00 0.00
H -6.268711 3.020264 1.186802 0.01 -0.01 -0.01
H -6.769070 4.031280 -0.171425 0.01 0.00 -0.01
H -3.789650 5.781817 -0.904336 0.00 0.00 -0.01
H -4.633893 5.022727 -2.247726 -0.01 -0.01 0.00
H -2.916443 4.703164 -1.980726 0.03 -0.04 -0.01
H -5.398745 2.112150 -2.205234 0.03 0.02 -0.02
H -5.199354 1.148758 -0.743276 0.03 -0.04 -0.03
H -3.206384 3.050794 -3.705152 0.02 0.00 -0.01
H -2.629895 1.669392 -4.657663 0.00 -0.01 0.01
H -0.772485 4.248759 -1.553914 -0.04 0.01 0.00
H 0.825129 3.591598 -1.870850 -0.01 0.01 0.02
H -0.399490 2.570837 -1.137622 -0.01 -0.03 -0.04
H -1.256754 5.033542 -4.571013 0.00 -0.01 0.01
H -0.782265 3.913786 -5.850561 0.00 -0.02 0.01
H 0.445872 4.652950 -4.823268 0.00 -0.01 -0.01
H 0.575475 0.658484 -3.302449 -0.02 0.08 -0.04
H 1.459517 1.802490 -4.274213 -0.02 0.02 -0.01
H 0.136091 0.877119 -4.998777 -0.01 0.00 0.01

=====

Entry 4:
14
Properties=species:S:1:pos:R:3:forces:R:3 method="wB97M-V/def2-TZVPD" total_energy_ha=-266.49609 e_homo_ev="-7.60 / -8.41" de_lowest_kj_mol=593.1 gap_ev="7.8 / 9.1"
C -0.013153 -1.343886 0.460562 0.14 -1.34 -1.64
C 0.053288 0.082284 -0.000879 -0.18 -1.86 -2.28
C -0.565607 -0.975818 -0.916852 1.76 0.45 1.97
C 1.315076 0.778558 -0.301715 1.81 1.28 -1.59
N -2.748548 0.637689 0.423227 -1.57 -1.32 -1.42
N -3.171354 -0.154293 -0.380499 0.89 2.99 2.92
H 0.957836 -2.002551 0.356824 -1.82 1.55 0.60
H -0.706304 -1.628032 1.245721 0.13 -0.16 0.09
H -0.694320 0.805001 0.146708 -1.07 0.46 1.38
H -1.264883 -1.174651 -1.719543 0.23 0.02 0.43
H 1.327603 1.788662 0.136014 0.18 -0.46 0.46
H 1.283626 1.048980 -1.383887 0.43 -0.39 0.50
H 2.291355 0.262952 -0.088412 -1.12 0.31 -0.13
H -3.321691 1.404845 0.990838 0.17 -1.52 -1.29

=====

Entry 5:
60
Properties=species:S:1:pos:R:3:forces:R:3 method="wB97M-V/def2-TZVPD" total_energy_ha=-1774.30200 e_homo_ev=-7.64 de_lowest_kj_mol=91.0 gap_ev=7.8 smiles="CCOc1ccc(NC(=O)CSc2nc3ccccc3nc2N2C[C@@H](C)O[C@@H](C)C2)cc1"
C 3.106040 -1.430306 6.481277 0.30 0.23 -0.19
C 4.507926 -0.981232 6.078279 -0.14 -0.34 0.22
O 4.514217 0.279055 5.439774 0.00 0.25 -0.10
C 4.105078 0.384198 4.144106 -0.04 0.10 -0.17
C 3.774408 -0.672135 3.302637 0.15 0.09 0.42
C 3.394041 -0.438969 1.992590 -0.09 0.03 -0.24
C 3.332474 0.855642 1.495781 0.13 -0.23 0.22
C 3.664966 1.916913 2.337815 -0.03 -0.15 -0.05
C 4.044985 1.685186 3.640337 0.00 -0.18 0.15
H 4.304217 2.501719 4.295327 0.03 0.10 0.07
H 3.621863 2.932066 1.966732 0.01 0.11 -0.04
N 2.941985 1.157316 0.184059 0.26 0.38 0.02
C 2.497500 0.308979 -0.780621 0.38 0.32 -0.29
O 2.481551 -0.897188 -0.705514 0.07 -0.16 0.10
C 2.119491 1.044262 -2.066091 -0.62 -0.32 -0.12
H 1.853309 2.086715 -1.895590 0.12 -0.02 0.06
H 2.932160 0.971070 -2.790121 0.00 0.01 0.02
S 0.718743 0.209197 -2.854501 0.33 0.02 -0.40
C -0.403156 0.204771 -1.492321 0.62 0.50 0.22
N 0.075127 0.782646 -0.432984 -0.44 -0.17 -0.22
C -0.705347 0.954281 0.660320 -0.75 -0.09 0.05
C -0.196253 1.523978 1.835509 -0.11 0.04 0.18
C -1.039171 1.748583 2.893613 0.30 0.07 0.01
C -2.399899 1.426350 2.806052 -0.22 -0.07 -0.07
C -2.917819 0.862392 1.669576 0.04 0.05 0.16
C -2.073321 0.598066 0.577816 0.64 0.20 0.13
N -2.556696 -0.005144 -0.525073 0.15 -0.14 -0.43
C -1.762990 -0.287184 -1.542088 -0.52 0.16 0.99
N -2.311690 -1.036450 -2.526495 -0.03 -0.21 -0.22
C -1.705969 -1.460310 -3.763206 0.00 0.29 -0.46
H -0.622374 -1.414433 -3.720758 -0.09 -0.15 -0.03
H -2.003934 -2.501796 -3.936174 0.10 0.05 -0.04
C -2.248903 -0.603076 -4.919740 0.45 -0.25 -0.05
C -1.682546 -1.045225 -6.259492 -0.29 0.18 0.38
H -2.110417 -0.442435 -7.054955 0.00 0.05 -0.11
H -0.602960 -0.929646 -6.258892 0.16 0.00 -0.05
H -1.935987 -2.085937 -6.440812 0.00 -0.15 -0.05
O -3.657614 -0.722145 -4.974829 -0.04 -0.03 -0.17
C -4.286555 -0.340397 -3.765212 -0.30 -0.11 0.44
C -5.786454 -0.520760 -3.944654 0.49 0.09 -0.05
H -6.310750 -0.202056 -3.048756 -0.10 0.03 0.10
H -6.127184 0.068583 -4.790847 -0.08 0.06 -0.06
H -6.009224 -1.565847 -4.140974 -0.06 -0.14 0.00
C -3.752854 -1.178779 -2.590804 -0.36 0.29 -0.19
H -4.180148 -0.841406 -1.648616 -0.05 -0.13 -0.19
H -3.995457 -2.233080 -2.756866 -0.03 0.01 0.00
H -4.053932 0.720152 -3.559717 -0.01 -0.14 -0.01
H -1.978694 0.449882 -4.723690 -0.04 -0.12 0.01
H -3.960097 0.594818 1.591418 -0.11 -0.03 -0.01
H -3.043271 1.621340 3.651769 -0.06 0.01 0.05
H -0.653287 2.180827 3.805017 0.04 0.03 0.07
H 0.853096 1.764718 1.895940 0.11 0.04 0.00
H 2.882078 2.147014 -0.009163 -0.09 -0.23 -0.09
H 3.136703 -1.266151 1.353323 0.00 -0.02 -0.03
H 3.809747 -1.693486 3.646574 0.00 -0.08 0.07
H 5.120753 -0.833229 6.972210 -0.03 -0.09 -0.16
H 4.994697 -1.737272 5.449828 0.02 0.10 0.06
H 3.162540 -2.377772 7.010192 -0.03 -0.12 0.06
H 2.655237 -0.687001 7.134081 -0.05 0.04 0.07
H 2.470021 -1.549873 5.607606 -0.09 -0.05 -0.03

=====

Entry 6:
10
Properties=species:S:1:pos:R:3:forces:R:3 method="wB97M-V/def2-TZVPD" total_energy_ha=-678.52145 e_homo_ev=-8.22 de_lowest_kj_mol=151.9 gap_ev=7.0 smiles="S=Nc1c[nH]cn1"
C -0.142222 -0.298829 -0.007818 0.29 0.25 0.10
C -0.600950 1.007884 -0.004789 -0.75 -0.59 0.05
C -2.267032 -0.447591 -0.004916 -0.38 -0.51 0.13
H -0.107501 1.949972 0.014668 0.26 0.32 -0.03
H -2.643127 1.638709 0.015491 0.38 -0.24 -0.02
H -3.313357 -0.808153 0.000623 0.94 0.29 -0.01
N 1.149154 -0.785083 0.007041 0.42 0.29 -0.02
N -1.961036 0.887133 0.002716 -0.11 0.24 -0.06
N -1.189977 -1.187963 0.003198 -0.54 0.28 -0.14
S 2.383639 0.203255 -0.001021 -0.50 -0.33 -0.01